13 unconnected molecules or ions with the total composition C51H91N7O10 in a non-equilibrium geometry, computed with ωB97M-V with the def2-TZVPD basis set.

The value obtained for the HOMO energy is -9.20 eV. The value obtained for the total energy is -3133.2165 Eh. Its total charge is 0. As for the frontier orbital gap: 9.281 eV. The value obtained for the energy relative to the best compared isomer or geometry (same formula, charge and spin) is 0.0000 eV.

Geometry as XYZ:
```
159
Properties=species:S:1:pos:R:3:forces:R:3
C 1.072 -9.040 1.617 -2.1139 0.3116 1.0405
C 1.905 -10.063 0.923 -0.4294 -1.9894 1.3745
C 3.012 -9.286 0.371 1.6952 0.1277 -0.4986
O 2.550 -7.979 0.257 -0.1035 2.1639 -1.4134
C 1.572 -7.645 1.218 -0.0982 -1.8485 0.0627
H 1.161 -9.074 2.703 0.0559 -0.4732 0.0446
H 0.047 -9.343 1.405 -0.3835 0.8961 -0.0001
H 1.419 -10.693 0.179 -0.4094 0.5678 -0.2192
H 2.093 -10.772 1.729 0.9779 -0.2799 -0.2581
H 3.279 -9.650 -0.621 0.1938 0.2161 -0.0742
H 3.920 -9.245 0.972 0.1694 -0.4192 0.2919
H 0.782 -7.004 0.826 0.3891 0.1540 -0.2217
H 2.035 -7.237 2.117 0.0578 0.5802 -0.1251
C 3.329 -2.424 5.464 1.1565 -0.7654 1.5426
C 4.832 -2.738 5.092 -1.8039 -0.6310 -0.7845
C 5.303 -1.384 4.790 -0.6546 0.9112 -2.6950
O 4.629 -0.492 5.619 -0.1498 1.3948 2.4589
C 3.485 -1.124 6.256 1.1095 -0.8768 -1.1827
H 2.923 -3.243 6.058 -0.2364 0.1038 0.0173
H 2.571 -2.092 4.754 0.7277 -1.0581 -1.1310
H 4.895 -3.382 4.215 0.1496 -0.1221 0.0774
H 5.435 -3.159 5.896 -0.5198 -0.2319 0.2915
H 4.874 -1.019 3.857 0.3928 -0.8576 -1.1423
H 6.377 -1.320 4.613 0.2310 0.5924 1.1428
H 2.548 -0.662 5.944 0.3138 1.2416 1.2716
H 3.760 -1.266 7.301 -0.7259 0.3036 0.1232
C -0.729 -2.977 -7.759 -0.8874 0.0341 -0.9735
C -0.609 -3.976 -8.958 -1.1604 0.4306 0.4432
C -1.716 -5.022 -8.607 0.9107 -0.1101 -1.5703
O -2.111 -4.869 -7.279 0.3910 1.1049 1.0391
C -1.261 -3.841 -6.680 1.0080 -2.0751 0.7941
H -1.544 -2.263 -7.881 0.5600 0.6668 -0.7999
H 0.223 -2.558 -7.432 -0.2320 0.3955 -0.3130
H 0.400 -4.370 -9.080 -0.1300 -0.1943 0.2910
H -0.918 -3.566 -9.920 0.3623 0.4337 0.0792
H -1.368 -6.015 -8.889 0.3126 -0.4330 0.7684
H -2.554 -4.926 -9.298 -0.4306 0.5496 0.2417
H -0.348 -4.295 -6.295 -0.0656 -0.8487 0.4628
H -1.698 -3.367 -5.801 -0.6392 0.0462 -0.4561
C -2.858 7.077 -5.254 0.8199 -0.4106 -0.7718
C -2.737 5.617 -5.809 0.4856 -0.1365 -0.3735
C -3.235 4.692 -4.678 0.2053 1.6586 -0.0533
O -3.986 5.598 -3.867 -0.5187 0.7269 1.4394
C -3.328 6.892 -3.830 0.4318 -0.4098 -1.0430
H -3.486 7.712 -5.878 -0.3123 -0.2513 0.1328
H -1.888 7.575 -5.231 0.1234 -0.0639 -0.2141
H -1.709 5.354 -6.054 0.1144 0.1775 -0.0008
H -3.284 5.481 -6.742 -0.2573 0.0800 0.1611
H -2.394 4.290 -4.114 0.1808 -0.0044 0.1637
H -3.853 3.846 -4.977 -0.2447 0.3280 -0.0420
H -2.440 6.969 -3.202 0.1250 -0.9395 0.4505
H -3.877 7.779 -3.516 -1.1473 -0.7613 0.1512
C -0.356 1.142 0.181 -2.5773 1.8455 0.4735
C 0.986 0.522 0.103 0.2400 0.3515 -1.6049
C 0.658 -0.894 -0.165 0.3462 -2.3913 1.3261
O -0.739 -1.125 -0.112 -1.1462 0.3523 -0.1326
C -1.473 0.120 -0.257 2.4941 0.2398 -0.0214
H -0.355 2.080 -0.374 -0.3555 -0.0286 -0.2406
H -0.699 1.447 1.170 0.6112 -0.0456 0.3584
H 1.671 0.712 0.929 -0.1819 -0.0538 -0.1191
H 1.413 0.796 -0.862 0.5936 0.9058 0.3970
H 1.090 -1.468 0.655 -0.0225 -0.6192 -0.1185
H 1.097 -1.268 -1.089 -0.2067 -0.0086 -0.1934
H -2.331 0.195 0.410 0.1211 -0.4710 0.0423
H -1.818 0.259 -1.282 0.0860 -0.0807 -0.1621
C 3.875 5.871 6.006 -0.7657 0.4418 -0.7274
C 4.450 7.297 6.130 1.2864 -0.2512 0.6955
C 3.846 8.106 4.981 0.2122 -0.5487 0.3484
O 3.571 7.114 3.965 -0.0222 1.3795 0.6368
C 3.243 5.870 4.577 1.0044 0.4260 0.1053
H 3.065 5.722 6.720 0.1775 -0.0809 0.1785
H 4.606 5.070 6.122 0.0026 0.1830 0.0424
H 5.540 7.321 6.112 0.2321 -0.4558 -0.8639
H 4.381 7.668 7.153 -1.0667 0.4124 -0.0633
H 4.497 8.873 4.560 0.2910 -0.3445 -0.1273
H 3.007 8.684 5.368 -0.8113 -0.3780 -0.3762
H 3.748 5.155 3.926 -0.5299 -0.4322 0.1003
H 2.157 5.774 4.589 -0.0027 -0.3652 0.0449
C -2.994 -8.168 7.831 -0.6920 0.2737 -1.2994
C -2.961 -6.956 6.876 0.4987 -0.8638 -0.3856
O -2.374 -5.978 7.208 1.2290 2.4191 0.9808
N -3.539 -7.015 5.647 -1.2026 -0.8822 -1.4824
C -3.761 -5.955 4.579 0.0951 -1.6601 1.1907
H -3.576 -7.800 8.676 -0.2219 -0.5076 -0.0035
H -2.030 -8.508 8.210 0.1467 0.5413 -0.3270
H -3.433 -8.994 7.272 -0.3869 -0.2602 0.5955
H -4.051 -7.858 5.428 0.1516 0.0432 0.1899
H -4.015 -6.504 3.673 0.2721 -0.1567 -0.0135
H -2.843 -5.401 4.384 -0.4217 0.3355 0.3728
H -4.685 -5.425 4.811 0.5390 0.7273 0.1726
C -6.763 -3.695 -1.602 -0.6215 -1.5903 -1.9066
C -7.765 -3.764 -0.504 1.1491 1.6675 1.6508
O -7.596 -2.901 0.363 -1.3299 -0.8024 0.1248
N -8.738 -4.704 -0.541 -0.1392 0.8390 -1.1443
C -9.862 -4.828 0.395 1.8795 -0.6517 0.9419
H -7.110 -4.343 -2.407 -0.1798 0.1087 -0.5583
H -5.787 -4.148 -1.432 0.1011 0.7099 0.7431
H -6.774 -2.675 -1.987 0.4997 -0.1383 0.2268
H -8.554 -5.420 -1.228 -0.5472 0.0131 0.1567
H -10.820 -5.129 -0.028 0.3601 0.0873 -0.2328
H -9.948 -3.960 1.049 0.0144 0.2854 -0.5867
H -9.412 -5.577 1.047 -1.1842 -0.5090 0.5797
C -11.212 2.525 -3.911 0.5065 -0.1315 0.0586
C -11.324 2.020 -2.439 -1.3859 1.1142 -1.0696
O -12.375 1.877 -1.856 -0.9755 -0.1257 -0.0742
N -10.181 1.832 -1.781 -2.2078 -0.2478 2.9345
C -8.949 1.854 -2.327 3.2495 -0.3000 -1.6970
H -12.084 2.811 -4.498 -0.6670 -0.5237 0.9248
H -10.712 1.763 -4.510 0.2335 0.0409 -0.0284
H -10.624 3.441 -3.970 0.5046 -0.1552 0.2806
H -10.282 1.562 -0.813 -0.3463 0.0882 -0.1285
H -8.590 2.870 -2.494 0.1187 0.0587 -0.7376
H -9.086 1.218 -3.202 1.3231 0.4612 -0.6653
H -8.165 1.414 -1.711 -0.3437 -0.2945 0.2118
C 6.131 5.503 -5.934 -0.6049 0.1753 1.0630
C 4.752 5.912 -5.290 2.3531 -0.7066 -2.5918
O 3.960 6.416 -6.018 -2.3266 1.5715 -1.7068
N 4.507 5.626 -4.049 -0.6777 -0.6627 3.8780
C 3.257 6.024 -3.271 1.6393 -0.4985 -0.5033
H 6.933 6.157 -5.590 -0.0502 0.2043 -0.0568
H 6.000 5.602 -7.012 0.0718 -0.0869 0.2289
H 6.442 4.497 -5.651 -0.1439 -0.1336 -0.1228
H 5.327 5.289 -3.564 -0.4563 -0.0559 0.5197
H 3.533 6.060 -2.217 0.2095 0.3834 -0.1083
H 2.471 5.269 -3.291 0.0543 0.0084 -0.6518
H 2.915 6.990 -3.640 -0.0433 -0.2065 0.0845
N 8.427 4.827 -0.840 0.3557 1.3241 1.7164
C 9.490 5.718 -0.880 -0.4385 -0.3635 0.6698
C 10.077 6.333 0.226 -1.1061 -1.0530 0.2256
C 9.530 6.022 1.451 -1.6953 0.4685 1.2939
C 8.384 5.237 1.611 -0.7587 -1.0369 -3.3054
C 7.826 4.626 0.387 3.1596 1.8469 0.3557
H 9.922 6.057 -1.810 -0.4523 -0.6826 -0.6732
H 10.847 7.088 0.273 0.1768 -0.1251 -0.8702
H 9.822 6.654 2.277 0.3676 -0.3538 0.4340
H 7.810 5.123 2.519 0.3467 0.0544 0.2215
H 6.942 4.007 0.418 0.0030 -0.0756 -0.0935
N 6.118 -1.954 -3.482 0.4614 -0.0918 -0.9751
C 6.953 -0.949 -3.815 0.7342 -1.4351 2.2351
C 8.284 -0.955 -3.315 -0.0579 0.1290 -0.7887
C 8.762 -1.999 -2.533 -1.2741 -0.1709 0.1509
C 7.868 -3.035 -2.249 0.8062 -0.0718 -0.5802
C 6.619 -3.022 -2.827 -0.1825 0.9686 -0.0304
H 6.553 -0.107 -4.359 -0.0412 -0.0428 -0.1316
H 8.975 -0.184 -3.621 -0.0616 0.2558 0.0341
H 9.757 -2.066 -2.119 0.1396 0.3632 -0.1818
H 8.209 -3.910 -1.715 -0.0721 -0.0460 0.1458
H 6.014 -3.914 -2.757 -0.4637 0.1507 0.1288
N -6.105 3.052 5.995 2.4594 0.8770 -0.7254
C -4.858 3.623 6.305 -2.3646 -2.2278 -1.5226
C -3.678 2.911 6.069 -0.7263 0.6605 0.3194
C -3.732 1.664 5.435 -0.1928 0.7292 0.0597
C -4.957 1.188 4.983 1.2193 -0.5163 0.7718
C -6.085 1.911 5.274 -0.9431 0.8981 2.2563
H -4.950 4.639 6.659 0.4072 -0.1064 0.4764
H -2.787 3.360 6.485 0.3971 -0.2376 -0.3128
H -2.836 1.075 5.303 0.0692 -0.0330 0.0520
H -5.010 0.143 4.713 -0.2066 0.1024 -0.6961
H -7.071 1.472 5.227 -0.1161 -0.1523 -0.6871
```
Forces are in eV/Å.